Record 1
Here is a 16-piece molecular cluster, C25H49Cl31N5O3 overall at a distorted geometry from the Open Molecules 2025 dataset. Energies are from the ωB97M-V functional and the def2-TZVPD basis.

multiplicity	1
total charge	+1
frontier orbital gap	7.56	eV

Last column: Löwdin charge in e.
Geometry (Å):
1 C 3.052 -1.369 1.395  -0.051
2 C 1.917 -2.054 0.403  -0.316
3 O 0.586 -2.066 1.072  -0.222
4 C 1.933 -1.176 -0.991  -0.105
5 O 1.248 0.146 -0.868  -0.127
6 N 1.961 1.016 -1.604  -0.123
7 C 2.055 0.843 -3.104  0.106
8 C 3.055 2.087 -3.540  -0.044
9 C 3.531 2.328 -5.110  -0.040
10 C 4.749 1.224 -5.377  -0.567
11 N 5.099 0.402 -4.156  0.033
12 N 6.021 1.912 -5.878  0.049
13 N 4.244 0.226 -6.431  0.046
14 N 3.482 2.969 -2.371  -0.035
15 C 4.354 4.220 -2.344  -0.085
16 C 5.900 3.713 -1.959  -0.525
17 O 6.905 4.119 -2.770  -0.058
18 Cl 6.218 2.596 -0.479  0.573
19 C 2.772 2.248 -1.207  0.089
20 H 3.754 -0.653 0.748  0.081
21 H 2.534 -0.688 2.207  0.094
22 H 3.733 -2.147 1.948  0.090
23 H 2.177 -3.198 0.190  0.103
24 H 0.111 -2.941 0.886  0.075
25 H 1.377 -1.783 -1.834  0.144
26 H 3.069 -1.067 -1.315  0.149
27 H 1.598 0.062 -3.846  0.153
28 H 2.577 2.126 -5.769  0.127
29 H 3.940 3.405 -5.317  0.119
30 H 5.228 -0.612 -4.367  0.089
31 H 5.885 0.805 -3.601  0.081
32 H 6.817 1.236 -5.844  -0.003
33 H 6.276 2.680 -5.193  0.074
34 H 3.608 0.727 -7.091  0.077
35 H 3.615 -0.417 -5.865  0.079
36 H 4.340 4.818 -3.376  0.165
37 H 3.979 5.010 -1.533  0.093
38 H 2.842 2.590 -0.084  0.172
39 C 0.738 5.257 -1.259  -1.030
40 Cl 0.548 6.175 0.240  0.503
41 Cl 1.132 6.324 -2.612  0.517
42 H 1.545 4.531 -1.131  -0.029
43 H -0.197 4.735 -1.477  0.037
44 C 0.348 -3.931 4.049  -1.009
45 Cl -0.949 -4.433 5.140  0.543
46 Cl 0.379 -4.934 2.594  0.539
47 H 0.188 -2.890 3.760  -0.047
48 H 1.305 -4.027 4.568  0.038
49 C -1.811 0.323 2.705  -1.033
50 Cl -0.606 0.485 1.422  0.580
51 Cl -1.729 -1.275 3.457  0.548
52 H -1.625 1.084 3.466  -0.057
53 H -2.807 0.464 2.278  -0.080
54 C -3.496 -5.323 2.643  -1.033
55 Cl -3.187 -5.530 0.915  0.485
56 Cl -4.811 -6.373 3.185  0.545
57 H -2.589 -5.573 3.199  -0.035
58 H -3.770 -4.283 2.833  0.028
59 C 3.494 -6.264 -0.648  -1.005
60 Cl 3.600 -5.939 1.086  0.504
61 Cl 3.576 -4.766 -1.583  0.507
62 H 4.324 -6.912 -0.940  0.034
63 H 2.545 -6.763 -0.859  0.035
64 C -6.689 -9.422 3.511  -1.103
65 Cl -7.948 -9.101 4.709  0.501
66 Cl -6.128 -11.096 3.610  0.506
67 H -7.094 -9.241 2.512  -0.071
68 H -5.844 -8.753 3.694  -0.036
69 C -7.555 -6.710 -0.078  -0.990
70 Cl -7.926 -7.349 1.528  0.569
71 Cl -7.081 -5.009 0.008  0.472
72 H -6.733 -7.287 -0.509  0.039
73 H -8.441 -6.801 -0.711  -0.050
74 C 3.790 7.323 2.276  -1.019
75 Cl 2.492 6.821 3.367  0.521
76 Cl 3.821 6.320 0.821  0.488
77 H 3.629 8.364 1.987  -0.066
78 H 4.747 7.227 2.794  0.041
79 C 0.538 8.849 6.067  -1.049
80 Cl 0.167 8.210 7.673  0.503
81 Cl 1.012 10.550 6.153  0.496
82 H 1.360 8.273 5.636  -0.018
83 H -0.348 8.758 5.434  0.030
84 C 1.930 10.814 1.133  -1.004
85 Cl 2.692 10.373 2.667  0.550
86 Cl 2.149 12.534 0.786  0.526
87 H 2.383 10.228 0.330  0.030
88 H 0.861 10.596 1.191  0.035
89 C -11.630 -6.606 -1.652  -1.040
90 Cl -12.866 -6.131 -2.823  0.510
91 Cl -10.253 -7.370 -2.455  0.534
92 H -11.283 -5.716 -1.121  -0.087
93 H -12.065 -7.313 -0.942  0.037
94 C -5.536 0.792 0.747  -1.000
95 Cl -5.063 0.417 2.409  0.568
96 Cl -6.059 2.474 0.599  0.513
97 H -4.681 0.626 0.088  0.032
98 H -6.360 0.136 0.456  0.029
99 C 9.575 -0.363 -6.962  -1.009
100 Cl 8.776 -0.529 -5.394  0.506
101 Cl 9.066 1.118 -7.782  0.519
102 H 10.656 -0.332 -6.809  0.033
103 H 9.315 -1.222 -7.586  0.033
104 C -10.295 -2.410 -0.786  -0.984
105 Cl -9.090 -2.248 -2.069  0.502
106 Cl -10.213 -4.008 -0.034  0.555
107 H -10.109 -1.649 -0.024  0.030
108 H -11.291 -2.269 -1.213  0.036
109 C -0.622 0.948 6.969  -0.991
110 Cl -1.858 1.423 5.797  0.558
111 Cl 0.755 0.184 6.166  0.500
112 H -0.275 1.838 7.500  0.033
113 H -1.057 0.241 7.679  0.036

***

Record 2
Here is a 5-piece molecular cluster, C25H49N3O13PS overall at a distorted geometry from the Open Molecules 2025 dataset. Energies are from the ωB97M-V functional and the def2-TZVPD basis.

multiplicity	1
total charge	+1
frontier orbital gap	9.34	eV

Last column: Löwdin charge in e.
Geometry (Å):
1 C 3.675 -0.755 4.336  -0.191
2 P 3.439 -2.330 3.374  1.022
3 C 1.893 -3.200 3.948  -0.276
4 C 0.647 -2.296 3.780  -0.256
5 N 0.644 -1.314 2.954  0.114
6 C 3.449 -2.077 1.522  -0.287
7 C 4.887 -2.491 1.001  -0.250
8 C 5.250 -1.730 -0.348  -0.218
9 C 5.174 -2.687 -1.592  -0.448
10 S 3.994 -2.203 -2.914  0.959
11 C 2.844 -0.946 -2.374  -0.639
12 N 1.539 -0.974 -2.080  0.061
13 N 1.229 0.303 -1.776  0.008
14 C 2.278 1.112 -1.869  -0.103
15 O 3.342 0.335 -2.249  -0.039
16 H 2.875 -0.721 5.118  0.066
17 H 4.662 -0.821 4.862  0.065
18 H 3.633 0.160 3.708  0.069
19 H 4.520 -3.183 3.735  0.066
20 H 2.018 -3.394 5.049  0.104
21 H 1.781 -4.207 3.470  0.110
22 H -0.242 -2.491 4.423  0.129
23 H -0.273 -0.855 3.022  0.059
24 H 2.656 -2.673 1.020  0.107
25 H 3.352 -0.982 1.315  0.097
26 H 5.622 -2.143 1.782  0.097
27 H 5.051 -3.593 0.924  0.115
28 H 6.328 -1.444 -0.224  0.118
29 H 4.691 -0.775 -0.445  0.092
30 H 6.192 -2.703 -2.062  0.085
31 H 4.982 -3.753 -1.303  0.077
32 H 2.345 2.201 -1.713  0.153
33 C -5.456 2.305 4.652  -0.059
34 C -5.671 0.947 4.014  -0.202
35 O -5.387 0.985 2.607  0.045
36 C -4.097 0.956 2.273  -0.628
37 O -3.161 0.889 3.039  0.079
38 O -4.012 1.043 0.943  0.019
39 C -2.675 1.120 0.443  -0.023
40 H -6.026 3.071 4.123  0.085
41 H -5.764 2.292 5.698  0.083
42 H -4.406 2.600 4.607  0.074
43 H -6.718 0.661 4.109  0.130
44 H -5.080 0.174 4.506  0.105
45 H -2.061 0.303 0.824  0.090
46 H -2.234 2.083 0.702  0.100
47 H -2.723 1.039 -0.641  0.088
48 C -3.898 6.399 -0.057  -0.064
49 C -2.419 6.625 -0.300  -0.211
50 O -1.708 5.380 -0.362  0.028
51 C -1.817 4.714 -1.516  -0.602
52 O -2.435 5.067 -2.485  0.134
53 O -1.134 3.566 -1.397  -0.020
54 C -1.242 2.704 -2.532  -0.049
55 H -4.050 5.778 0.828  0.079
56 H -4.414 7.350 0.083  0.082
57 H -4.359 5.879 -0.897  0.076
58 H -1.994 7.182 0.536  0.122
59 H -2.245 7.213 -1.202  0.125
60 H -0.982 3.225 -3.454  0.100
61 H -2.251 2.296 -2.595  0.095
62 H -0.542 1.881 -2.391  0.056
63 C -5.582 -6.378 1.466  -0.064
64 C -4.783 -6.389 2.754  -0.211
65 O -3.811 -5.331 2.770  0.030
66 C -4.290 -4.116 3.052  -0.599
67 O -5.435 -3.842 3.300  0.137
68 O -3.273 -3.243 2.987  -0.001
69 C -3.663 -1.883 3.177  -0.041
70 H -4.915 -6.400 0.601  0.082
71 H -6.249 -7.239 1.421  0.083
72 H -6.184 -5.472 1.383  0.077
73 H -4.223 -7.322 2.828  0.122
74 H -5.430 -6.329 3.630  0.125
75 H -4.237 -1.756 4.095  0.097
76 H -4.236 -1.542 2.315  0.110
77 H -2.759 -1.286 3.254  0.069
78 C 3.195 -0.092 -5.878  -0.055
79 C 4.359 0.679 -5.284  -0.228
80 O 5.219 1.179 -6.314  0.040
81 C 4.782 2.277 -6.942  -0.601
82 O 3.759 2.868 -6.708  0.123
83 O 5.668 2.590 -7.892  0.008
84 C 5.280 3.697 -8.707  -0.039
85 H 3.556 -0.872 -6.551  0.090
86 H 2.592 -0.552 -5.092  0.055
87 H 2.548 0.561 -6.466  0.082
88 H 4.963 0.009 -4.671  0.094
89 H 4.020 1.491 -4.637  0.114
90 H 5.025 4.566 -8.101  0.096
91 H 4.441 3.414 -9.344  0.101
92 H 6.128 3.952 -9.340  0.095

***

Record 3
Here is C25H49NO2SSi2V as an isolated structure at a distorted geometry from the Open Molecules 2025 dataset. Energies are from the ωB97M-V functional and the def2-TZVPD basis.

multiplicity	4
total charge	0
<S²>	3.793
frontier orbital gap (spin up / spin down)	5.41 / 7.95	eV

Last column: Löwdin charge in e.
Geometry (Å):
1 O 1.173 0.229 -1.016  -0.340
2 O 0.847 -3.866 0.466  -0.248
3 C 0.754 -0.173 -2.462  -0.150
4 C 1.151 0.910 -3.451  -0.065
5 H -0.338 -0.332 -2.393  0.111
6 H 1.260 -1.126 -2.634  0.108
7 H 1.042 1.931 -3.042  0.071
8 H 0.566 0.856 -4.375  0.090
9 H 2.200 0.763 -3.728  0.078
10 C 2.654 0.551 -0.859  -0.210
11 C 3.527 -0.667 -1.103  -0.064
12 H 2.799 0.839 0.196  0.117
13 H 2.907 1.386 -1.537  0.117
14 H 3.229 -1.509 -0.472  0.076
15 H 4.543 -0.389 -0.815  0.087
16 H 3.572 -0.959 -2.169  0.083
17 C 1.228 -4.322 1.785  -0.261
18 C 1.199 -4.737 -0.607  -0.267
19 C 2.578 -3.820 2.242  -0.074
20 H 1.224 -5.423 1.815  0.122
21 H 0.428 -3.922 2.413  0.109
22 H 3.405 -4.214 1.637  0.060
23 H 2.724 -4.180 3.261  0.080
24 H 2.609 -2.727 2.233  0.077
25 C 2.644 -5.199 -0.581  -0.087
26 H 0.986 -4.148 -1.505  0.115
27 H 0.537 -5.621 -0.597  0.122
28 H 3.342 -4.361 -0.518  0.071
29 H 2.825 -5.738 -1.512  0.080
30 H 2.838 -5.888 0.251  0.077
31 H -0.150 -2.085 0.040  0.025
32 V 0.386 1.861 -0.166  0.835
33 C -1.042 -1.856 0.676  -0.171
34 Si -2.415 -3.145 0.450  0.473
35 H -0.673 -1.803 1.718  0.037
36 H -1.395 -0.867 0.352  -0.004
37 C -2.610 -3.708 -1.334  -0.182
38 C -4.071 -2.472 1.045  -0.191
39 C -2.407 -4.729 1.471  -0.191
40 C -1.594 1.808 -0.894  -0.344
41 Si -2.687 3.311 -0.670  0.389
42 H -2.018 0.976 -0.298  -0.027
43 H -1.688 1.526 -1.985  0.013
44 C -4.386 2.680 -0.149  -0.200
45 C -2.900 4.319 -2.238  -0.185
46 C -2.038 4.468 0.653  -0.180
47 H -3.264 -5.322 1.119  0.036
48 H -2.579 -4.480 2.529  0.033
49 H -1.499 -5.328 1.371  0.011
50 H -2.991 -2.893 -1.963  0.030
51 H -3.357 -4.519 -1.326  0.033
52 H -1.687 -4.102 -1.772  0.015
53 H -4.229 -1.431 0.758  0.018
54 H -4.123 -2.555 2.142  0.032
55 H -4.874 -3.089 0.618  0.034
56 H -2.896 3.714 -3.157  0.027
57 H -2.134 5.099 -2.333  0.018
58 H -3.884 4.805 -2.153  0.026
59 H -1.147 5.026 0.346  0.009
60 H -1.796 3.918 1.571  0.030
61 H -2.843 5.185 0.872  0.033
62 H -5.120 3.495 -0.218  0.022
63 H -4.357 2.318 0.885  0.026
64 H -4.719 1.853 -0.790  0.026
65 S 1.661 6.157 0.199  0.975
66 C 1.248 6.029 -1.471  -0.428
67 C 0.903 4.729 -1.845  -0.222
68 C 1.152 3.777 -0.809  -0.242
69 C 1.501 4.412 0.382  -0.552
70 C 1.655 3.723 1.635  -0.303
71 C 2.465 4.095 2.718  -0.025
72 C 2.717 3.185 3.747  -0.090
73 C 2.090 1.936 3.708  -0.092
74 C 1.250 1.616 2.645  -0.132
75 N 1.036 2.490 1.622  -0.078
76 H 1.225 6.905 -2.105  0.054
77 H 0.473 4.478 -2.812  0.087
78 H 2.967 5.068 2.686  0.108
79 H 3.393 3.436 4.566  0.102
80 H 2.242 1.192 4.482  0.096
81 H 0.752 0.649 2.560  0.105

***

Record 4
Here is C25H49NOP3Tb as an isolated structure at a distorted geometry from the Open Molecules 2025 dataset. Energies are from the ωB97M-V functional and the def2-TZVPD basis.

multiplicity	7
total charge	+2
<S²>	12.690
frontier orbital gap (spin up / spin down)	7.09 / 7.46	eV

Last column: Löwdin charge in e.
Geometry (Å):
1 Tb -0.131 -0.382 0.676  1.025
2 P 0.497 2.284 1.249  0.959
3 P -1.172 -1.928 -1.365  0.950
4 N -1.883 0.893 -0.151  -0.278
5 C -1.261 2.764 1.451  -0.293
6 H -1.417 2.944 2.524  0.096
7 H -1.362 3.731 0.937  0.096
8 C -2.358 1.801 0.927  -0.248
9 H -2.759 1.148 1.726  0.105
10 H -3.199 2.400 0.552  0.133
11 C -2.998 0.186 -0.925  -0.192
12 H -2.982 0.598 -1.948  0.128
13 H -3.936 0.494 -0.452  0.124
14 C -2.887 -1.361 -0.958  -0.300
15 H -3.546 -1.718 -1.762  0.099
16 H -3.218 -1.816 -0.005  0.080
17 C -0.950 -3.775 -1.076  -0.496
18 C -0.346 -3.962 0.321  -0.134
19 H -1.048 -3.679 1.106  0.039
20 H 0.563 -3.370 0.495  0.058
21 H -0.066 -5.004 0.523  0.103
22 C -1.125 -1.645 -3.160  -0.542
23 C 0.325 -1.716 -3.658  -0.102
24 H 0.460 -1.019 -4.495  0.097
25 H 0.552 -2.727 -4.020  0.077
26 H 1.063 -1.444 -2.895  0.049
27 C 1.387 3.599 0.323  -0.531
28 C 2.908 3.384 0.273  -0.099
29 H 3.350 4.048 -0.487  0.102
30 H 3.204 2.361 0.014  0.074
31 H 3.360 3.657 1.237  0.076
32 C 1.299 2.096 2.950  -0.528
33 C 2.627 1.338 2.820  -0.117
34 H 2.846 0.771 3.735  0.096
35 H 3.467 2.024 2.654  0.082
36 H 2.670 0.623 1.991  0.037
37 C 1.927 -0.509 -0.436  -0.418
38 C -2.073 -2.520 -4.004  -0.086
39 H -2.634 -3.265 -3.429  0.073
40 H -2.811 -1.888 -4.517  0.089
41 H -1.500 -3.045 -4.782  0.090
42 C 1.084 5.067 0.686  -0.092
43 H 2.014 5.655 0.648  0.093
44 H 0.385 5.537 -0.019  0.087
45 H 0.662 5.187 1.691  0.068
46 C 1.497 3.369 3.772  -0.093
47 H 1.920 3.121 4.759  0.099
48 H 2.192 4.073 3.302  0.081
49 H 0.560 3.901 3.956  0.078
50 C -0.129 -4.624 -2.061  -0.083
51 H 0.888 -4.240 -2.217  0.090
52 H -0.059 -5.651 -1.660  0.098
53 H -0.608 -4.726 -3.037  0.074
54 H -1.997 -4.127 -1.079  0.117
55 H 0.597 1.456 3.515  0.061
56 H -1.459 -0.603 -3.243  0.097
57 H 1.001 3.406 -0.688  0.101
58 O 3.029 -0.871 -0.667  0.047
59 H -1.248 1.355 -0.828  0.101
60 H 1.043 0.197 -1.003  -0.019
61 C -2.651 -2.178 2.955  -0.247
62 P -1.155 -1.152 3.096  0.794
63 C -1.369 -0.094 4.560  -0.233
64 C 0.066 -2.396 3.687  -0.389
65 C 1.356 -2.348 3.126  -0.130
66 C 2.305 -3.328 3.461  -0.054
67 C 1.995 -4.343 4.354  -0.045
68 C 0.723 -4.377 4.940  -0.039
69 C -0.221 -3.388 4.636  -0.070
70 H -3.492 -1.556 2.618  0.052
71 H -2.897 -2.609 3.935  0.060
72 H -2.510 -2.988 2.230  0.034
73 H -2.067 0.726 4.347  0.052
74 H -1.762 -0.695 5.387  0.065
75 H -0.403 0.304 4.881  0.047
76 H 1.635 -1.541 2.438  0.050
77 H 3.301 -3.253 3.024  0.121
78 H 2.750 -5.087 4.621  0.125
79 H 0.479 -5.167 5.642  0.118
80 H -1.198 -3.388 5.146  0.114

***

no.,total energy (a.u.)
1,-15746.73297
2,-2863.64466
3,-3108.31084
4,-2959.92409